DFT (the ωB97M-V functional and the def2-TZVPD basis) results for an isolated molecule of O2S2.

XYZ file:
```
4
Properties=species:S:1:pos:R:3:nbo_charge:R:1
O 0.83325 0.66091 -0.03841 -0.653
O -0.78852 0.71657 0.03887 -0.651
S 1.07215 -0.72341 -0.00037 0.656
S -1.11688 -0.65406 -0.00010 0.648
```

2S+1: 1
Frontier orbital gap (spin up / spin down) in eV: 8.1 / 8.1
Total charge: 0
Relative energy (zero: lowest compared OMol25 entry of this formula, charge and spin) in eV: 4.111
E_HOMO (spin up / spin down) in eV: -9.36 / -9.36